{
  "formula": "C5H8O3",
  "method": "the ωB97M-V functional and the def2-TZVPD basis",
  "e_tot_ev": -11448.9830,
  "e_above_lowest_kcal_mol": 196.85,
  "homo_energy_ev": -8.9,
  "max_force_ev_per_a": 8.3,
  "elements": ["C", "C", "C", "C", "C", "H", "H", "H", "H", "H", "H", "H", "H", "O", "O", "O"],
  "coordinates": [[-1.93, -0.26, -0.01], [-0.32, -0.26, 0.04], [0.81, 1.54, -0.21], [0.66, -0.35, 1.10], [0.73, -1.31, -0.11], [-2.31, -0.08, -1.04], [-2.46, -1.28, 0.43], [-2.34, 0.62, 0.27], [1.60, 1.96, -0.81], [0.29, 2.51, 0.40], [0.41, -0.65, 2.18], [0.33, -2.23, 0.56], [1.13, -0.71, -1.84], [-0.01, 0.71, -1.08], [1.40, 0.75, 0.91], [2.01, -1.00, -0.79]]
}